Entry 1:
{"formula": "C23H27N7O2Rh", "method": "ωB97M-V/def2-TZVPD", "species": ["Rh", "C", "C", "O", "C", "C", "C", "N", "N", "C", "O", "C", "C", "C", "C", "C", "C", "H", "H", "H", "H", "H", "H", "H", "H", "H", "H", "H", "H", "N", "N", "H", "H", "H", "H", "N", "C", "C", "C", "C", "C", "C", "H", "H", "H", "H", "H", "N", "C", "C", "C", "N", "C", "C", "H", "H", "H", "H", "H", "H"], "coordinates": [[1.010, -0.611, 0.787], [1.496, -4.059, 3.426], [1.328, -3.569, 1.991], [1.789, -2.430, 1.710], [0.705, -4.441, 1.090], [0.397, -4.086, -0.251], [-0.031, -5.131, -1.254], [0.491, -2.835, -0.611], [0.313, -2.509, -1.902], [0.744, -1.283, -2.130], [1.510, -0.641, -1.317], [0.309, -0.664, -3.396], [-0.357, -1.407, -4.381], [-0.815, -0.802, -5.535], [-0.633, 0.563, -5.739], [0.034, 1.305, -4.774], [0.511, 0.700, -3.624], [1.655, -3.201, 4.077], [2.361, -4.723, 3.502], [0.613, -4.610, 3.751], [0.474, -5.444, 1.428], [-0.002, -6.133, -0.826], [0.635, -5.090, -2.118], [-1.039, -4.925, -1.619], [-0.496, -2.464, -4.208], [-1.325, -1.395, -6.286], [-1.008, 1.037, -6.638], [0.178, 2.369, -4.926], [1.034, 1.275, -2.871], [-2.393, -1.236, -0.358], [-1.558, -1.371, 0.791], [-2.998, -2.043, -0.467], [-1.778, -1.217, -1.164], [-1.223, -2.321, 0.933], [-2.067, -1.070, 1.611], [0.524, 0.065, 2.458], [-0.010, 1.157, 3.004], [0.662, 1.842, 4.060], [0.181, 3.025, 4.580], [-1.011, 3.579, 4.119], [-1.725, 2.895, 3.139], [-1.260, 1.713, 2.601], [1.587, 1.410, 4.422], [0.735, 3.531, 5.363], [-1.376, 4.519, 4.513], [-2.669, 3.302, 2.788], [-1.825, 1.198, 1.835], [0.066, 5.612, -0.201], [0.337, 4.254, -0.134], [-0.564, 3.307, -0.613], [-0.273, 1.966, -0.477], [0.845, 1.502, 0.083], [1.713, 2.412, 0.532], [1.508, 3.771, 0.452], [-0.617, 5.875, -0.891], [0.872, 6.214, -0.184], [-1.485, 3.618, -1.093], [-0.959, 1.217, -0.856], [2.624, 2.020, 0.969], [2.258, 4.459, 0.824]], "atomic_forces_ev_per_a": [[-0.18, -1.72, -0.81], [0.14, 0.06, -0.11], [-0.22, -0.56, -0.31], [0.46, -0.25, 0.65], [-0.18, 0.18, 0.46], [-0.02, 0.54, -0.68], [0.19, -0.09, 0.04], [0.75, -0.53, 1.18], [-1.02, 0.66, -1.20], [0.66, -1.20, 0.90], [-0.31, 0.56, -0.82], [-0.06, 0.36, -0.73], [0.14, 0.05, 0.19], [-0.03, 0.07, -0.11], [0.03, -0.07, 0.11], [-0.11, 0.13, -0.26], [0.06, -0.23, 0.27], [-0.01, 0.00, 0.00], [0.02, 0.02, 0.03], [0.02, -0.03, 0.03], [-0.08, 0.02, 0.02], [-0.01, 0.01, 0.05], [-0.07, -0.06, -0.03], [0.02, 0.04, -0.02], [-0.04, -0.02, 0.02], [0.00, 0.00, 0.01], [0.01, 0.01, 0.00], [0.04, -0.01, 0.03], [0.03, -0.04, 0.02], [-0.04, 0.18, -0.01], [0.26, 0.04, 0.04], [0.04, -0.09, -0.03], [0.03, -0.15, -0.02], [0.04, 0.00, -0.09], [0.02, 0.11, 0.02], [-0.38, 0.54, 1.05], [-0.13, 0.53, 0.64], [0.06, -0.14, -0.25], [-0.07, 0.08, 0.02], [-0.03, 0.03, -0.02], [-0.05, 0.11, 0.12], [0.30, -0.27, -0.11], [0.01, 0.03, 0.00], [0.03, -0.03, -0.01], [-0.01, -0.02, 0.02], [0.01, -0.02, -0.03], [-0.01, 0.02, -0.06], [0.01, -0.08, 0.00], [0.02, -0.23, 0.04], [-0.05, 0.24, -0.06], [0.13, -0.20, -0.07], [-0.26, 1.36, -0.14], [-0.12, -0.16, -0.09], [0.06, 0.25, -0.09], [0.01, 0.06, -0.02], [-0.01, 0.04, 0.00], [-0.02, -0.05, 0.03], [-0.05, -0.02, 0.06], [-0.03, 0.00, 0.09], [-0.01, -0.03, 0.06]], "relative_energy_kj_mol": 41.8, "multiplicity": 5, "lumo_energy_ev": [2.654, 2.644], "homo_ev": [-2.94, -3.04], "charge": -1}

Entry 2:
{"formula": "C31H47FeNO2P2S2", "method": "ωB97M-V/def2-TZVPD", "species": ["Fe", "C", "C", "C", "C", "C", "C", "H", "H", "H", "C", "H", "H", "H", "C", "H", "H", "H", "C", "H", "H", "H", "C", "H", "H", "H", "C", "C", "C", "C", "C", "C", "C", "C", "H", "H", "H", "H", "H", "H", "H", "H", "H", "H", "H", "H", "P", "P", "C", "C", "H", "H", "H", "H", "C", "H", "H", "H", "C", "H", "H", "H", "C", "H", "H", "H", "C", "H", "H", "H", "O", "S", "O", "N", "C", "S", "C", "C", "C", "C", "C", "C", "H", "H", "H", "H"], "coordinates": [[3.848, 1.535, -2.221], [-0.875, 2.139, 0.236], [-1.167, 1.680, -1.076], [-2.090, 0.192, 0.422], [-1.443, 1.222, 1.164], [-1.937, 0.489, -0.960], [-0.131, 3.361, 0.602], [0.312, 3.834, -0.282], [0.679, 3.135, 1.312], [-0.786, 4.105, 1.083], [-1.398, 1.353, 2.634], [-0.449, 1.796, 2.965], [-1.511, 0.381, 3.127], [-2.208, 2.007, 2.998], [-2.787, -0.990, 0.971], [-3.805, -1.075, 0.560], [-2.865, -0.924, 2.062], [-2.254, -1.929, 0.737], [-2.519, -0.278, -2.082], [-3.508, 0.117, -2.366], [-2.655, -1.333, -1.812], [-1.882, -0.226, -2.974], [-0.790, 2.355, -2.338], [-1.505, 3.149, -2.607], [-0.762, 1.644, -3.173], [0.203, 2.822, -2.261], [5.542, 1.637, -1.743], [4.947, 3.035, -2.161], [5.032, 3.334, -3.674], [4.114, 2.449, -4.588], [3.356, 1.311, -3.933], [4.018, 0.136, -3.372], [5.504, -0.138, -3.570], [6.385, 0.814, -2.680], [6.087, 3.244, -3.972], [4.698, 2.028, -5.439], [4.720, 4.386, -3.766], [7.039, 1.456, -3.315], [5.707, 1.475, -0.666], [5.560, 3.739, -1.609], [7.069, 0.182, -2.068], [5.721, -1.183, -3.268], [3.447, -0.741, -3.051], [5.777, -0.037, -4.641], [3.339, 3.106, -5.040], [2.253, 1.353, -3.949], [2.942, -1.240, 0.265], [0.604, -2.546, -1.465], [3.286, -2.910, -0.340], [2.132, -3.553, -1.155], [3.562, -3.479, 0.560], [4.170, -2.784, -1.001], [2.484, -3.871, -2.147], [1.772, -4.406, -0.570], [-0.627, -3.909, -1.516], [-1.623, -3.493, -1.311], [-0.402, -4.642, -0.733], [-0.612, -4.384, -2.505], [0.757, -2.218, -3.270], [1.222, -3.087, -3.754], [1.366, -1.316, -3.430], [-0.250, -2.053, -3.680], [4.175, -0.790, 1.513], [3.921, 0.214, 1.896], [5.165, -0.720, 1.025], [4.163, -1.546, 2.313], [3.489, 3.384, -1.497], [2.711, 2.573, -1.274], [2.974, 4.156, -2.088], [3.701, 3.772, -0.491], [0.712, -5.669, 2.488], [-0.111, -4.493, 2.311], [-1.468, -4.644, 1.839], [0.688, -3.361, 1.375], [0.844, -2.225, 2.023], [1.170, -0.718, 1.212], [0.493, -2.222, 3.422], [0.549, -1.178, 4.362], [-0.005, -1.420, 5.630], [-0.602, -2.650, 5.919], [-0.661, -3.685, 4.975], [-0.083, -3.448, 3.731], [1.028, -0.237, 4.102], [0.034, -0.634, 6.384], [-1.041, -2.822, 6.907], [-1.128, -4.643, 5.150]], "atomic_forces_ev_per_a": [[-4.15, -2.82, 5.20], [-0.05, -0.15, -2.72], [0.51, 0.58, 1.55], [1.00, 1.66, 1.89], [-1.88, -2.80, -0.76], [0.48, 0.63, 0.01], [0.30, 0.37, 0.05], [-0.08, -0.01, 0.16], [-0.16, 0.10, -0.06], [0.18, -0.16, -0.07], [0.01, 0.08, 0.54], [-0.17, -0.07, 0.01], [0.00, 0.22, -0.04], [0.22, -0.13, -0.01], [-0.25, -0.53, 0.18], [0.22, -0.08, 0.19], [-0.09, -0.08, -0.22], [-0.17, 0.18, 0.03], [-0.08, -0.34, -0.26], [0.22, -0.07, 0.09], [0.00, 0.22, -0.07], [-0.16, -0.01, 0.15], [0.00, 0.35, -0.53], [0.25, -0.17, -0.06], [0.04, 0.17, 0.08], [-0.16, -0.03, -0.09], [3.57, 0.61, 2.41], [1.96, 2.58, 0.64], [-0.11, 0.26, 0.31], [-0.47, 0.27, -0.97], [-1.32, -3.06, -3.27], [-0.83, -0.94, -4.20], [0.22, -0.06, -0.15], [0.81, -0.30, 0.10], [-0.42, 0.13, 0.04], [-0.21, 0.32, 0.60], [0.27, -0.37, -0.22], [-0.46, -0.39, 0.37], [0.29, 0.60, -0.39], [0.26, 0.18, -0.16], [-0.45, 0.55, -0.44], [-0.25, 0.62, -0.23], [-0.27, 0.51, -0.12], [-0.16, -0.04, 0.56], [0.61, -0.42, 0.25], [0.48, -0.29, -0.41], [0.52, 2.95, -2.31], [-0.26, 0.28, 0.16], [-0.30, -0.46, 0.37], [0.17, -0.29, 0.02], [0.03, -0.40, -0.56], [-0.30, 0.04, 0.62], [0.14, -0.23, 0.45], [0.24, 0.06, -0.46], [-0.06, -0.01, -0.14], [0.19, -0.22, -0.14], [-0.15, 0.14, -0.25], [-0.13, -0.08, 0.28], [0.09, -0.05, 0.00], [-0.16, 0.26, -0.21], [-0.21, -0.28, -0.11], [0.35, 0.00, 0.02], [0.30, -0.43, 0.30], [0.05, -0.56, -0.06], [-0.32, -0.24, 0.33], [0.40, 0.45, 0.05], [0.12, 1.63, 0.75], [0.27, 0.44, -0.20], [0.27, -0.27, 0.21], [-0.23, -0.10, -0.38], [-0.59, 1.02, -0.22], [0.35, -0.64, 0.38], [0.99, 0.25, 0.12], [0.20, 1.61, 0.17], [-0.74, -1.56, -1.18], [0.37, -0.54, 0.31], [-0.67, 0.10, 1.19], [-0.13, -0.83, 0.00], [0.23, 0.04, -0.51], [-0.17, -0.29, 0.20], [0.49, 0.39, -0.57], [-0.69, 0.18, 1.54], [-0.17, -0.14, 0.10], [-0.06, -0.28, -0.16], [0.19, 0.14, -0.38], [-0.08, 0.07, 0.31]], "relative_energy_kj_mol": 31.8, "multiplicity": 6, "lumo_energy_ev": [-2.967, -5.270], "homo_ev": [-9.18, -9.09], "charge": 1}

Entry 3:
{"formula": "C3H5O3", "method": "ωB97M-V/def2-TZVPD", "species": ["C", "C", "C", "O", "O", "O", "H", "H", "H", "H", "H"], "coordinates": [[-0.074, 0.558, 1.110], [0.748, -0.103, -0.088], [-0.487, -0.830, -0.629], [1.191, 1.103, -0.706], [0.294, 2.032, -0.882], [-0.549, 1.604, 1.112], [-0.616, -0.801, 2.244], [1.597, -0.649, 0.122], [-0.431, -0.679, -1.694], [-1.284, -0.402, -0.156], [-0.389, -1.834, -0.433]], "atomic_forces_ev_per_a": [[0.33, -0.23, 1.35], [-2.87, 1.92, 0.60], [2.92, 1.25, -2.00], [-0.22, 0.65, -0.67], [0.89, -1.12, -0.42], [-0.01, -1.17, 1.11], [0.57, 1.48, -1.01], [1.73, -1.07, 0.65], [-0.61, 0.05, -0.50], [-2.82, 0.60, 0.29], [0.08, -2.36, 0.60]], "relative_energy_kj_mol": 794.3, "lumo_energy_ev": [-8.753, -7.415], "homo_ev": [-16.96, -16.27], "charge": 1}